(1)
Molecular formula: C30H46BrN3P2Pt
Method: DFT, ωB97M-V/def2-TZVPD

Structure (XYZ):
```
83
Properties=species:S:1:pos:R:3:mulliken_spin:R:1
N -5.5565 3.6329 -5.1184 0.825
C -5.3646 3.8627 -3.8234 0.003
C -4.4922 3.0926 -3.0623 0.122
C -3.6169 2.1432 -3.7016 0.030
C -3.9180 1.8817 -5.0686 0.131
C -4.8375 2.6992 -5.7271 -0.009
C -2.4539 1.6767 -2.9776 0.203
Pt -0.5786 -0.1393 -2.4225 0.244
P 1.8563 -0.3896 -1.3650 -0.066
C -1.0661 1.4843 -3.4599 -0.234
C -0.0281 2.3962 -2.8321 0.239
C 1.3024 2.3231 -3.2855 -0.020
C 2.3639 2.8709 -2.5759 0.236
C 2.1284 3.2014 -1.1753 0.407
C 0.8297 3.8170 -1.0782 0.120
C -0.2681 3.4101 -1.8772 -0.015
Br 2.3647 1.1546 1.7920 -0.010
H -2.5308 1.7181 -1.8940 0.021
H -0.8962 1.2985 -4.5379 0.008
H -4.5289 3.2353 -1.9840 0.011
H -3.4586 1.0110 -5.5305 0.013
H -5.9670 4.6677 -3.4046 0.022
H -5.0041 2.5385 -6.7884 0.027
H 1.5411 1.7324 -4.1550 0.000
H -1.2642 3.7890 -1.6777 0.000
H 3.3720 2.8241 -2.9889 0.038
H 0.6247 4.6693 -0.4162 0.009
P -1.2069 -2.1687 -2.0597 0.120
C 3.0187 0.9506 -0.8458 0.135
C 4.4517 1.2029 -1.2929 0.062
H 3.1014 0.7636 0.3265 -0.005
H 2.4355 2.2221 -0.6339 0.294
H 4.8571 2.0411 -0.7133 -0.011
H 5.1310 0.3574 -1.1219 0.009
H 4.6180 1.5056 -2.3285 -0.005
C 2.5168 -0.8506 -3.0098 -0.002
C 4.0185 -0.9242 -3.2601 -0.002
H 2.0638 -0.1446 -3.7174 0.005
H 2.0876 -1.8388 -3.2515 0.000
H 4.2141 -0.7852 -4.3309 0.000
H 4.6074 -0.1516 -2.7977 -0.001
H 4.4318 -1.8737 -2.9266 0.000
C 2.7816 -1.8154 -0.2170 -0.018
C 3.9448 -1.4402 0.7121 0.014
H 3.1927 -2.5344 -0.9594 -0.004
H 2.0521 -2.3733 0.4020 0.007
H 4.3617 -2.2879 1.2904 -0.005
H 4.7498 -0.9333 0.1762 -0.001
H 3.6350 -0.7601 1.5096 -0.003
C -0.4326 -3.1872 -0.7560 0.002
C -0.9261 -4.6281 -0.5558 0.008
H -0.5037 -2.6349 0.1892 0.003
H 0.6382 -3.2005 -0.9960 0.000
H -1.9547 -4.6891 -0.1747 0.000
H -0.8933 -5.2158 -1.4824 0.000
H -0.2698 -5.1205 0.1805 0.000
C -0.7058 -3.0261 -3.6158 0.007
C -1.7927 -3.4543 -4.5978 0.006
H -0.0927 -3.8809 -3.2957 0.004
H -0.0304 -2.3238 -4.1393 0.007
H -2.4114 -4.2646 -4.1969 0.000
H -2.4521 -2.6287 -4.8865 0.000
H -1.2968 -3.8087 -5.5101 0.001
C -2.9932 -2.3202 -1.7168 0.011
C -3.4264 -1.5338 -0.4686 -0.002
H -3.2247 -3.3902 -1.6047 0.004
H -3.5382 -1.9552 -2.6021 0.005
H -4.4779 -1.2135 -0.5632 0.000
H -3.3226 -2.1492 0.4410 0.001
H -2.8354 -0.6180 -0.3013 0.007
N -1.4869 0.8428 2.1931 0.263
C -0.9941 2.0946 2.3835 0.117
C -1.0844 2.7860 3.6361 0.246
C -0.2635 3.8923 3.8410 -0.052
C 0.6786 4.1970 2.8562 0.247
C 0.6360 3.4589 1.6729 0.062
N -0.3359 2.6160 1.3244 0.038
H -1.0795 0.2662 1.4338 -0.031
H -1.8709 0.3299 2.9845 -0.013
H -1.7384 2.3716 4.4060 0.003
H -0.2791 4.4652 4.7650 0.004
H 1.4629 4.9486 2.9440 0.001
H 1.4882 3.5347 0.9981 0.110
```

Its maximum force is 0.0939 hartree/bohr. The LUMO energy (alpha / beta) comes out at -13.58 / -14.78 eV. As for the energy above the lowest of the compared OMol25 structures with the same formula, charge and spin: 930.67 kJ/mol. The net charge is +4. As for the multiplicity: 5. The gap between HOMO and LUMO (alpha / beta) is 4.3 / 3.3 eV.

=====

(2)
Molecular formula: C30H46Cl2N3O6SbSi3V
Method: DFT, ωB97M-V/def2-TZVPD

Structure (XYZ):
```
92
Properties=species:S:1:pos:R:3:mulliken_spin:R:1
V -0.6496 0.6191 -0.7176 1.211
C -2.9710 -2.1625 -2.9791 -0.001
C -2.1232 -0.9408 -2.7786 0.013
O -1.4921 -0.8901 -1.6560 -0.054
C -2.0302 0.0330 -3.7480 -0.017
C -1.0545 1.0542 -3.7050 0.015
C -0.7416 1.8199 -4.9555 -0.003
N -0.3626 1.2807 -2.6163 -0.007
N 0.7830 2.0401 -2.7859 -0.013
C 1.6172 1.6544 -1.8809 0.008
O 1.2773 0.7355 -0.9993 -0.075
C 2.9887 2.2080 -1.8848 -0.007
C 3.1863 3.5692 -2.0867 0.001
C 4.4718 4.0826 -2.1253 0.000
C 5.5656 3.2397 -1.9761 0.001
C 5.3693 1.8802 -1.7840 -0.001
C 4.0822 1.3665 -1.7334 0.001
H -3.7687 -2.1770 -2.2320 0.000
H -3.4105 -2.1935 -3.9736 0.000
H -2.3603 -3.0530 -2.8229 0.000
H -2.5897 -0.0947 -4.6630 -0.001
H -1.5155 1.6535 -5.7015 0.000
H -0.6486 2.8817 -4.7344 0.000
H 0.2198 1.5000 -5.3585 0.001
H 2.3266 4.2163 -2.1921 0.000
H 4.6223 5.1451 -2.2660 0.000
H 6.5697 3.6430 -2.0072 0.000
H 6.2192 1.2185 -1.6725 0.000
H 3.9224 0.3088 -1.5799 0.000
Cl -7.7002 -1.4987 -0.4081 0.000
C -6.0668 -0.9918 -0.0996 0.001
C -5.3625 -1.5612 0.9668 0.000
C -4.0701 -1.1861 1.2281 0.000
Cl -3.2709 -1.8920 2.5939 0.000
C -3.3634 -0.2464 0.4155 0.008
O -2.1355 0.0468 0.6402 -0.016
C -4.1426 0.3427 -0.6166 -0.001
C -3.6071 1.4563 -1.3496 0.002
O -2.4446 1.8462 -1.3154 -0.008
C -5.4745 -0.0263 -0.8628 0.000
H -5.8416 -2.2983 1.5966 0.000
H -4.3264 2.0291 -1.9561 -0.001
H -6.0247 0.4613 -1.6585 0.000
N -1.9424 4.1963 1.2592 0.000
C -0.6221 4.4604 0.7021 0.000
C 0.2105 3.1954 0.5794 0.002
O 1.4231 3.2338 0.6056 0.007
O -0.5048 2.1056 0.4390 0.004
H -2.3686 3.4298 0.7513 0.000
H -2.5385 5.0082 1.1639 0.000
H -0.0742 5.1540 1.3382 0.001
H -0.6403 4.8879 -0.3123 0.000
C 3.6880 -1.9323 -0.2568 -0.002
Si 3.0177 -1.0747 1.2738 -0.004
C 3.5406 -2.1054 2.7591 -0.011
C 3.6698 0.6639 1.4635 -0.002
Sb 0.4486 -1.0680 1.1652 -0.028
Si -0.0942 -3.4704 0.4347 -0.006
C -1.9127 -3.8649 0.2872 0.004
C 0.7464 -4.6827 1.5881 -0.008
C 0.6333 -3.5717 -1.2889 -0.001
Si -0.1509 -0.1174 3.4913 -0.010
C -0.3100 -1.5565 4.6823 -0.006
C -1.6094 1.0358 3.5023 0.005
C 1.3363 0.9158 3.9606 -0.001
H 4.7520 -1.7056 -0.3692 0.000
H 3.1717 -1.6247 -1.1665 0.000
H 3.5899 -3.0153 -0.1577 -0.001
H 4.6332 -2.1264 2.8160 -0.001
H 3.1905 -3.1363 2.6860 0.002
H 3.1701 -1.6916 3.6983 0.001
H 4.6747 0.7318 1.0391 0.000
H 3.7343 0.9300 2.5180 -0.001
H 3.0403 1.4036 0.9652 0.002
H -2.3742 -4.1024 1.2435 0.000
H -2.0172 -4.7322 -0.3718 0.001
H -2.4528 -3.0307 -0.1609 -0.001
H 0.4000 -4.5602 2.6159 0.000
H 1.8299 -4.5541 1.5765 0.000
H 0.5259 -5.7072 1.2758 -0.001
H 0.2319 -2.7701 -1.9118 0.002
H 0.3524 -4.5281 -1.7400 0.001
H 1.7196 -3.4999 -1.2992 0.000
H -1.1087 -2.2429 4.4019 0.000
H -0.5169 -1.1895 5.6912 -0.001
H 0.6246 -2.1217 4.7141 0.000
H -2.5636 0.5424 3.3491 0.000
H -1.4921 1.8095 2.7431 -0.004
H -1.6209 1.5225 4.4837 0.000
H 2.2473 0.3331 4.0907 0.000
H 1.1176 1.4138 4.9100 0.000
H 1.5219 1.6894 3.2119 0.001
```

Its maximum force is 0.0078 hartree/bohr. The LUMO energy (alpha / beta) comes out at -0.96 / -0.39 eV. As for the energy above the lowest of the compared OMol25 structures with the same formula, charge and spin: 72.86 kJ/mol. The net charge is 0. As for the multiplicity: 2. The gap between HOMO and LUMO (alpha / beta) is 7.1 / 7.7 eV.

=====

(3)
Molecular formula: C30H46F12N4O11
Method: DFT, ωB97M-V/def2-TZVPD

Structure (XYZ):
```
103
Properties=species:S:1:pos:R:3:mulliken_charge:R:1
C -24.0064 2.2129 -10.1772 -0.179
C -25.4826 2.0949 -10.1627 0.331
N -26.6374 2.0526 -10.1679 -0.485
H -23.7699 3.1344 -9.6453 -0.053
H -23.6994 2.2636 -11.2219 0.083
H -23.4732 1.3981 -9.6874 0.380
C -23.6091 7.4250 -6.5045 0.332
C -23.6607 6.3489 -7.5583 0.296
N -23.7122 5.5052 -8.3472 -0.651
H -23.3517 8.3439 -7.0311 0.055
H -22.8974 7.2734 -5.6929 -0.114
H -24.5726 7.5544 -6.0114 0.012
C -27.4207 6.1008 -4.4036 -0.276
C -28.8122 6.4014 -4.7629 0.036
N -29.9394 6.5905 -5.0847 -0.515
H -26.8139 7.0056 -4.4363 0.189
H -27.0284 5.2789 -5.0026 0.211
H -27.4116 5.8707 -3.3382 0.391
C -23.9788 12.5313 -7.1087 -0.719
C -24.2490 11.2130 -7.7400 0.480
N -24.4622 10.1891 -8.2661 -0.361
H -23.5308 13.2590 -7.7853 0.322
H -23.2387 12.4509 -6.3125 0.052
H -24.8484 12.9665 -6.6165 0.294
C -22.8367 4.3604 -13.1189 -0.373
O -24.2074 4.4704 -12.7972 -0.518
C -24.4771 5.5962 -11.9238 -0.026
C -24.3039 6.9299 -12.6498 -0.469
O -23.0239 7.4585 -12.2496 -0.294
C -22.5379 8.5745 -13.0461 -0.748
C -22.1121 8.1096 -14.4360 -0.401
O -21.0198 7.1063 -14.4536 -0.332
C -20.8548 6.5566 -15.7051 -0.815
H -22.7627 3.4328 -13.6866 0.343
H -22.1702 4.2495 -12.2636 0.283
H -22.5014 5.1236 -13.8212 -0.017
H -23.8248 5.6711 -11.0538 0.239
H -25.4500 5.4760 -11.4471 -0.053
H -25.0508 7.7035 -12.4713 0.399
H -24.3065 6.6381 -13.7000 0.295
H -21.8416 9.0851 -12.3808 0.353
H -23.3559 9.2910 -13.1206 0.361
H -21.7153 8.9969 -14.9293 0.466
H -23.0200 7.7813 -14.9420 0.293
H -21.6872 5.9731 -16.0985 0.324
H -20.0083 5.8894 -15.5426 0.234
H -20.4892 7.3486 -16.3586 0.347
C -28.8680 5.6172 -9.8176 -1.272
C -27.5936 6.4850 -9.9692 0.259
O -27.7482 7.7212 -9.3053 -0.309
C -27.5213 7.8723 -7.9621 0.266
O -27.0674 7.0317 -7.1834 -0.456
C -27.7876 9.3007 -7.4274 0.827
F -29.0771 9.2855 -6.9994 -0.260
F -26.9647 9.5946 -6.4103 -0.201
F -27.6146 10.1884 -8.3596 -0.230
H -29.7285 6.0222 -10.3502 0.323
H -29.1328 5.4542 -8.7730 0.333
H -28.7503 4.5770 -10.1214 0.386
H -27.3615 6.6193 -11.0257 0.324
H -26.7804 5.8828 -9.5640 0.004
C -18.3620 8.6500 -6.5071 -1.210
C -19.6007 7.9898 -5.7870 -0.039
O -20.0871 8.9231 -4.8776 -0.241
C -20.9441 9.9097 -5.2816 0.491
O -21.3793 10.0144 -6.4555 -0.561
C -21.2686 10.9814 -4.2133 0.765
F -20.8109 10.6595 -3.0152 -0.243
F -20.7565 12.1620 -4.6290 -0.263
F -22.5727 11.0693 -4.1714 -0.221
H -17.5847 8.9115 -5.7892 0.315
H -18.6337 9.5217 -7.1024 0.302
H -17.8203 7.9566 -7.1504 0.407
H -19.3121 7.1536 -5.1502 0.351
H -20.3362 7.5688 -6.4725 0.158
C -24.2787 3.0243 -0.9712 -0.993
C -24.9229 3.3982 -2.3726 -0.209
O -23.9458 3.1674 -3.4214 -0.322
C -23.4755 4.1533 -4.1645 0.447
O -23.8116 5.3167 -4.0517 -0.382
C -22.4653 3.6939 -5.1819 0.720
F -21.5318 4.6313 -5.3628 -0.183
F -21.9117 2.5149 -4.7641 -0.274
F -23.1951 3.4073 -6.2193 -0.222
H -25.0177 3.1670 -0.1828 0.379
H -23.4966 3.7455 -0.7342 0.091
H -23.9257 1.9942 -0.9213 0.359
H -25.2778 4.4248 -2.2821 0.167
H -25.8005 2.8355 -2.6906 0.449
C -21.7931 7.5645 -1.9011 -1.035
C -22.8672 6.6125 -1.4240 0.354
O -23.0553 6.7073 -0.0059 -0.318
C -22.2001 6.0816 0.8246 0.305
O -21.0853 5.6654 0.5750 -0.543
C -22.7428 6.0348 2.2651 0.935
F -23.9932 5.6604 2.2235 -0.240
F -22.0685 5.2900 3.0987 -0.244
F -22.6512 7.2665 2.6920 -0.254
H -21.9305 8.5125 -1.3811 0.413
H -21.8228 7.8008 -2.9647 0.014
H -20.8059 7.1522 -1.6925 0.344
H -22.6028 5.5836 -1.6683 -0.035
H -23.7250 6.8902 -2.0365 0.270
```

Its SMILES is CCOC(=O)C(F)(F)F.CCOC(=O)C(F)(F)F.CCOC(=O)C(F)(F)F.CCOC(=O)C(F)(F)F.COCCOCCOC.CC#N.CC#N.CC#N.CC#N. Its maximum force is 0.0893 hartree/bohr. The LUMO energy comes out at 0.19 eV. The net charge is 0. The gap between HOMO and LUMO is 9.8 eV.

=====

Among the records above, which one has the lowest maximum force? C30H46Cl2N3O6SbSi3V